ORCA calculation (ωB97M-V/def2-TZVPD) on a 2-piece molecular cluster, C6H8BFO2 overall.

```
18
Properties=species:S:1:pos:R:3:lowdin_charge:R:1
F 0.08 1.24 1.45 0.05
O -2.70 -0.27 1.65 0.21
O -1.89 -2.03 0.25 0.16
C -1.99 0.24 -0.66 0.11
C 0.13 0.48 0.34 -0.10
C 3.74 -0.10 -0.17 -0.01
C 2.56 0.44 0.18 -0.16
C -2.18 1.10 -1.60 0.01
C 1.16 0.07 -0.28 -0.09
B -2.23 -0.72 0.48 -0.79
H 1.06 -0.58 -1.02 0.06
H 2.49 1.35 0.87 0.12
H -3.20 1.25 -1.89 0.07
H -1.45 1.81 -2.03 0.09
H 4.73 0.14 0.13 0.03
H -1.97 -2.71 0.91 0.10
H -2.11 -0.66 2.21 0.06
H 3.78 -1.05 -0.82 0.08
```

The largest force on an atom comes out at 5.7 eV/A. The value obtained for the lowest unoccupied orbital energy is 0.032 eV. The orbital gap is 9.08 eV. Its spin multiplicity is 1. The relative energy (zero: lowest compared OMol25 entry of this formula, charge and spin) is 331.8 kJ/mol. Its charge is 0.